Record 1
C35H26MoNO5P2 | ωB97M-V/def2-TZVPD

**Total charge**: +3
**LUMO (alpha / beta)**: -11.7 / -11.8 eV
**E_HOMO (alpha / beta)**: -17.0 / -17.0 eV
**2S+1**: 1
**Frontier orbital gap (alpha / beta)**: 5.221 / 5.220 eV

Each line ends with the Löwdin charge.
Element x y z (Å)
1 Mo -0.69844 -1.03539 -0.01025  1.5842
2 C -2.69788 -0.49053 2.42316  -0.1621
3 P -0.90921 -0.15857 2.42274  1.1397
4 C -0.46923 1.52062 2.70865  -0.3579
5 C -1.20972 2.56270 2.13279  -0.0695
6 C -0.84704 3.86540 2.40095  -0.0219
7 C 0.25088 4.12983 3.21965  0.0029
8 C 0.99341 3.09544 3.77648  -0.0220
9 C 0.64585 1.78126 3.51858  -0.0516
10 C -0.10874 -1.34562 3.48839  -0.3579
11 C 1.03441 -2.08034 3.16339  -0.0709
12 C 1.60119 -2.91351 4.11342  -0.0246
13 C 1.04185 -3.01023 5.38126  -0.0028
14 C -0.08929 -2.27125 5.71167  -0.0198
15 C -0.67471 -1.44425 4.77116  -0.0700
16 C -2.72329 -1.19865 1.10261  -0.4107
17 C -2.55270 -2.56436 0.77775  0.0095
18 C -2.55233 -2.64590 -0.63562  -0.0032
19 C -2.69158 -1.32898 -1.11857  -0.4197
20 C -2.65992 -0.74753 -2.50083  -0.1568
21 P -0.91897 -0.21502 -2.44012  1.1443
22 C -0.64922 1.47647 -2.86325  -0.3528
23 C 0.65940 1.98127 -2.82840  -0.0907
24 C 0.90920 3.26483 -3.26430  -0.0163
25 C -0.13763 4.04723 -3.74940  0.0044
26 C -1.43183 3.54462 -3.80412  -0.0210
27 C -1.69846 2.26241 -3.35596  -0.0452
28 C 0.11320 -1.34796 -3.35290  -0.3422
29 C 0.27591 -2.68709 -2.97298  -0.0989
30 C 0.98767 -3.54829 -3.78323  -0.0273
31 C 1.53992 -3.08344 -4.97453  -0.0010
32 C 1.38503 -1.75774 -5.35299  -0.0153
33 C 0.67903 -0.87909 -4.54632  -0.0471
34 N -2.72047 -0.44992 -0.05137  0.0042
35 H -3.31209 0.40867 2.40238  0.1235
36 H -2.98984 -1.12451 3.25770  0.1160
37 H -2.05241 2.35672 1.48257  0.1136
38 H -1.41361 4.68280 1.97683  0.1286
39 H 0.52574 5.15578 3.42592  0.1340
40 H 1.83672 3.31315 4.41736  0.1314
41 H 1.21281 0.97052 3.96011  0.1182
42 H 1.49615 -2.00924 2.19044  0.0843
43 H 2.48456 -3.48523 3.86359  0.1301
44 H 1.49042 -3.66204 6.11907  0.1339
45 H -0.51459 -2.33767 6.70389  0.1325
46 H -1.54641 -0.86254 5.04882  0.1212
47 H -2.51426 -3.38976 1.47507  0.1532
48 H -2.51180 -3.54767 -1.23078  0.1508
49 H -3.38939 0.05421 -2.58882  0.1099
50 H -2.81186 -1.48488 -3.28732  0.1298
51 H 1.48285 1.35248 -2.50946  0.1139
52 H 1.91683 3.65721 -3.24215  0.1322
53 H 0.06272 5.05182 -4.09786  0.1339
54 H -2.23525 4.15126 -4.19856  0.1308
55 H -2.71349 1.89358 -3.40703  0.1073
56 H -0.14267 -3.07290 -2.04910  0.0788
57 H 1.11763 -4.58176 -3.49264  0.1290
58 H 2.09432 -3.76307 -5.60791  0.1344
59 H 1.81463 -1.40187 -6.27945  0.1328
60 H 0.56290 0.15236 -4.85034  0.1161
61 O 4.95542 1.52154 0.11972  0.2598
62 C 3.87528 1.04408 0.13559  -0.1877
63 C 3.53046 -0.48550 0.11991  -0.2372
64 O 4.28497 -1.40326 0.17965  0.2159
65 C 2.05084 -0.48476 0.04531  -0.1949
66 C 1.48943 0.76437 0.06252  -0.2798
67 O 0.19356 0.81887 0.00102  -0.2062
68 C 2.52499 1.83925 0.14601  -0.2298
69 O 2.36430 3.01657 0.21008  0.2131
70 O 1.10383 -1.43695 -0.00958  -0.1835

Cartesian forces, eV/Å:
Mo 0.2 0.0 0.1
C 0.1 0.0 0.0
P -0.1 0.0 0.2
C 0.0 -0.1 0.0
C 0.0 0.0 0.0
C 0.0 0.0 0.0
C 0.0 0.0 0.0
C 0.0 0.0 0.0
C 0.1 -0.1 0.0
C -0.1 0.0 0.0
C 0.0 0.1 0.0
C 0.0 0.0 0.0
C 0.0 0.0 0.0
C 0.0 0.0 0.0
C 0.0 0.0 0.0
C -0.1 0.1 0.1
C 0.2 0.1 0.1
C 0.1 0.1 -0.1
C -0.2 0.1 -0.1
C 0.1 -0.1 0.0
P -0.1 0.1 -0.2
C -0.1 -0.2 0.0
C 0.1 -0.1 0.0
C 0.0 0.0 0.0
C 0.0 0.0 0.0
C 0.0 0.0 0.0
C -0.1 0.0 0.1
C 0.0 0.1 0.0
C 0.0 0.0 0.0
C 0.0 0.0 0.0
C 0.0 0.0 0.0
C 0.0 0.0 0.0
C 0.0 0.0 0.0
N -0.4 0.3 0.0
H 0.0 0.0 0.0
H 0.0 0.0 0.0
H 0.0 0.0 0.0
H 0.0 0.0 0.0
H 0.0 0.0 0.0
H 0.0 0.0 0.0
H 0.0 0.0 0.0
H 0.0 0.0 0.0
H 0.0 0.0 0.0
H 0.0 0.0 0.0
H 0.0 0.0 0.0
H 0.0 0.0 0.0
H 0.1 0.0 0.0
H 0.1 0.0 0.0
H 0.0 0.0 0.0
H 0.0 0.0 0.0
H 0.0 0.0 0.0
H 0.0 0.0 0.0
H 0.0 0.0 0.0
H 0.0 0.0 0.0
H 0.0 0.0 0.0
H 0.0 0.0 0.0
H 0.0 0.0 0.0
H 0.0 0.0 0.0
H 0.0 0.0 0.0
H 0.0 0.0 0.0
O 0.0 0.0 0.0
C -0.1 0.0 0.0
C 0.1 -0.1 0.0
O 0.0 0.0 0.0
C 0.1 0.4 0.0
C 0.0 -0.3 0.0
O -0.3 -0.3 -0.2
C 0.2 0.1 0.0
O -0.1 0.0 0.0
O 0.2 -0.1 0.0

Record 2
C19H52Be2N4O9 | ωB97M-V/def2-TZVPD

**Total charge**: +2
**Energy above the lowest of the compared OMol25 structures with the same formula, charge and spin**: 441.6 kJ/mol
**LUMO**: -9.2 eV
**E_HOMO**: -14.2 eV
**2S+1**: 1
**Frontier orbital gap**: 4.931 eV

Each line ends with the Löwdin charge.
Element x y z (Å)
1 Be -1.92905 -1.18632 -1.75343  1.1384
2 Be -0.44360 3.21201 -1.00457  1.1473
3 C 0.30297 0.41074 -0.47844  -1.0152
4 O 1.09977 1.31960 -0.71613  -0.0331
5 O 0.47441 -0.78029 -0.72876  -0.0640
6 O -0.86143 0.77822 -0.40448  -0.0546
7 C -3.25890 -3.32526 2.51134  -0.0152
8 C -3.22869 -2.71497 1.05430  -0.3768
9 C -3.77064 -1.31169 1.00728  -0.2336
10 O -4.03980 -0.93768 -0.31783  -0.2258
11 C -5.03747 0.17396 -0.36108  -0.0124
12 N -1.85647 -2.61807 0.51593  0.0892
13 H -4.26300 -3.39120 2.93033  0.0884
14 H -2.51877 -2.86095 3.16304  0.0842
15 H -2.86590 -4.33692 2.41032  0.0815
16 H -3.74545 -3.40162 0.38379  0.1458
17 H -3.08426 -0.60549 1.47447  0.1322
18 H -4.66684 -1.15551 1.60772  0.1377
19 H -4.67036 1.02201 0.21696  0.0666
20 H -5.95973 -0.13598 0.13032  0.1052
21 H -5.27144 0.42005 -1.39684  0.0988
22 H -1.23985 -3.40486 0.66037  0.0808
23 H -1.49455 -1.91458 1.14381  0.0595
24 C 4.32207 4.78945 -0.43661  -0.0702
25 C 3.75222 3.49993 -0.34607  -0.4752
26 C 4.26323 2.54390 0.79090  -0.1074
27 O 4.05976 3.30654 2.04933  -0.1984
28 C 4.99086 2.83894 3.00442  -0.1129
29 N 2.33955 3.64162 -0.18753  0.0747
30 H 4.08187 5.27663 0.50841  0.0953
31 H 4.04387 5.37319 -1.31408  0.1028
32 H 5.40282 4.65063 -0.40831  0.1036
33 H 3.94620 2.98115 -1.28487  0.1542
34 H 5.31755 2.41643 0.54544  0.1274
35 H 3.80432 1.55520 0.79022  0.1081
36 H 4.80690 3.52726 3.82933  0.0915
37 H 6.03485 2.98038 2.72484  0.0970
38 H 4.80117 1.85420 3.43153  0.0890
39 H 1.99438 2.69624 -0.27236  -0.0145
40 H 2.26553 3.89823 0.78653  0.0691
41 C 0.13573 -5.24939 -1.44567  -0.0299
42 C 0.74273 -4.33839 -2.54339  -0.3722
43 C 0.54345 -4.87083 -3.92508  -0.1912
44 O -0.84566 -4.94992 -4.19703  -0.1895
45 C -1.18218 -4.73081 -5.54051  -0.0970
46 N 0.11253 -3.03947 -2.37349  0.0865
47 H -0.88014 -5.54725 -1.70526  0.0844
48 H 0.03583 -4.84055 -0.44021  0.0592
49 H 0.77234 -6.12805 -1.34188  0.0891
50 H 1.78922 -4.15730 -2.29806  0.1573
51 H 1.01613 -5.85181 -3.87671  0.1408
52 H 1.04287 -4.23990 -4.66035  0.1330
53 H -0.96346 -3.68030 -5.73207  0.0836
54 H -2.25390 -4.92159 -5.59625  0.0959
55 H -0.69053 -5.36636 -6.27703  0.0994
56 H 0.61947 -2.40385 -1.77426  0.0352
57 H 0.18392 -2.47455 -3.20767  0.0700
58 C -1.61090 2.87998 3.45379  -0.0398
59 C -1.52505 3.04710 1.91416  -0.3891
60 C -2.89380 3.53755 1.24310  -0.1783
61 O -2.84242 3.60364 -0.13975  -0.2195
62 C -4.08462 3.82461 -0.68649  -0.1102
63 N -0.53863 4.04343 1.54858  0.0867
64 H -2.29445 2.12172 3.83577  0.0837
65 H -1.87990 3.76263 4.03402  0.0872
66 H -0.68525 2.63308 3.97371  0.0838
67 H -1.31370 2.05341 1.51919  0.1059
68 H -3.16546 4.52582 1.61409  0.1403
69 H -3.73088 2.87829 1.47280  0.1252
70 H -4.13510 4.23873 -1.69349  0.1051
71 H -4.70864 4.55477 -0.17116  0.1153
72 H -4.66551 2.91559 -0.84262  0.0762
73 H -0.72363 4.95928 1.93210  0.1141
74 H 0.25583 3.66339 2.04307  0.0881
75 C 3.87706 -1.17391 -1.09115  -0.1327
76 O 3.13738 -0.45919 -2.10763  -0.1240
77 H 4.15418 -0.62244 -0.19271  0.0514
78 H 3.34171 -2.02649 -0.67329  0.0663
79 H 4.81670 -1.42187 -1.58481  0.0885
80 H 2.36805 -0.06227 -1.69269  0.0094
81 C 1.98356 -1.19672 2.46029  -0.1826
82 O 1.03354 -1.89697 1.79798  -0.1250
83 H 1.55635 -0.24792 2.78491  0.0827
84 H 2.47472 -1.76152 3.25267  0.0941
85 H 2.80954 -1.13958 1.75136  0.0683
86 H 0.91287 -1.52897 0.91956  0.0153

Cartesian forces, eV/Å:
Be 1.8 -1.3 4.1
Be 1.2 -1.9 3.3
C 0.5 -0.4 -3.3
O 3.1 3.2 0.0
O 1.3 -3.8 0.1
O -8.4 2.7 0.4
C 0.7 -0.1 -1.4
C 0.2 -1.3 1.0
C -0.3 0.0 0.9
O -0.6 1.5 -1.8
C 0.6 -0.9 0.2
N -0.5 1.8 -0.4
H 0.1 0.2 0.0
H -0.4 0.5 0.2
H -0.2 -0.2 0.0
H -0.6 0.3 0.1
H 0.6 0.1 -0.1
H -0.4 -0.6 -0.1
H 0.3 0.0 -0.3
H 0.1 -0.4 -0.1
H 0.3 -0.1 0.1
H -0.2 -0.5 -0.3
H 1.1 0.4 -0.2
C 2.6 2.4 1.2
C -0.6 -3.5 -1.2
C 0.1 2.6 -0.1
O 0.7 -2.3 -2.1
C -0.4 1.4 1.6
N -2.0 -0.8 0.1
H 0.0 0.7 -0.2
H -0.1 -0.1 0.2
H 0.3 0.5 -0.3
H -0.1 -0.4 -0.1
H 0.3 -0.1 0.5
H -0.4 0.1 0.1
H 0.3 0.0 0.3
H 0.0 -0.2 -0.4
H -0.1 -0.4 -0.6
H -0.4 0.0 0.3
H -0.7 0.5 0.3
C 0.2 -0.6 -0.4
C -1.2 0.0 2.2
C -0.2 -0.3 0.2
O 0.7 -0.6 0.7
C -0.5 0.3 0.1
N -1.0 3.2 -0.8
H 0.1 -0.1 -0.3
H 0.5 0.6 -0.2
H -0.2 -0.2 0.0
H 0.3 -0.3 -0.3
H 0.0 -0.3 -0.6
H 0.2 0.0 -0.1
H -0.1 0.2 -0.6
H 0.0 0.2 -0.2
H 0.3 -0.1 0.2
H 0.2 -0.3 1.0
H 0.1 -0.4 -0.9
C -0.4 0.3 0.8
C -3.0 0.5 0.6
C 0.5 -0.8 2.3
O 2.7 -0.1 -1.7
C -2.6 0.4 -1.8
N 0.9 -1.7 -1.4
H -0.2 -0.2 -0.6
H -0.4 0.5 -0.6
H 0.6 -0.3 -0.8
H 0.4 0.3 -0.4
H 0.1 0.2 0.3
H 0.1 -0.3 0.5
H 1.2 0.1 -0.2
H 0.3 -0.1 0.7
H 0.0 -0.3 0.6
H -0.2 0.2 0.0
H 1.0 0.6 -0.3
C 0.1 0.4 -0.6
O 0.5 -0.4 0.8
H -0.1 0.8 -0.1
H -0.1 -0.4 -0.5
H -0.2 -0.5 0.2
H -0.1 0.1 0.2
C 2.0 0.6 -0.1
O -2.6 -2.1 -0.5
H 0.7 0.3 0.3
H -0.8 0.0 0.5
H 0.5 1.2 0.1
H 0.1 0.0 -0.3

Record 3
C3H6INO2 | ωB97M-V/def2-TZVPD

**Energy above the lowest of the compared OMol25 structures with the same formula, charge and spin**: 582.8 kJ/mol
**LUMO**: 0.2 eV
**E_HOMO**: -9.3 eV
**2S+1**: 1
**SMILES**: C#CI.C=O.NO
**Frontier orbital gap**: 9.561 eV

Each line ends with the natural charge from an NBO analysis.
Element x y z (Å)
1 C 0.21275 0.71224 -3.14322  -0.2437
2 C -0.73475 1.10784 -2.51095  -0.2920
3 C -0.50445 -0.70764 2.17487  0.2780
4 N 0.48686 -0.63786 0.36243  -0.4669
5 O 0.20543 0.12687 2.66211  -0.6654
6 O 0.99139 0.65253 0.19310  -0.5701
7 I -2.14501 1.51058 -1.12952  0.2960
8 H 1.08455 0.61384 -3.72374  0.2411
9 H 1.22943 -1.42005 0.49463  0.3459
10 H -1.40151 -0.30418 1.86845  0.1159
11 H -0.32098 -1.84131 2.17118  0.1046
12 H 0.05570 -0.91014 -0.53948  0.3626
13 H 0.84058 1.09728 1.12013  0.4940

Cartesian forces, eV/Å:
C -0.8 0.8 0.4
C 0.1 -0.5 0.5
C 1.3 -1.6 -0.3
N 0.5 -2.5 -1.9
O 1.9 1.1 2.3
O 0.1 0.4 2.0
I 0.2 0.0 -0.5
H 0.4 -0.3 -0.3
H -0.8 2.3 -0.1
H -2.9 -0.2 -1.2
H -0.3 1.2 0.4
H 0.2 0.6 0.5
H 0.2 -1.4 -1.7

Which max |F| belongs to each record? In order, 0.48, 8.78, 3.22 eV/A.